[1]
Computed, not measured: a cluster of 2 separate species, C5H7NO in total, with wB97M-V/def2-TZVPD.

```
14
Properties=species:S:1:pos:R:3:lowdin_charge:R:1
C 0.191 0.822 1.298 0.081
C 0.822 -0.848 0.049 -0.023
C -0.390 -1.520 -0.288 -0.095
C -1.191 -0.586 -0.889 -0.117
N -0.491 0.558 -1.098 0.070
C 0.867 0.436 -0.634 -0.608
O 1.782 1.201 -0.891 0.015
H 1.098 1.110 1.817 0.055
H -0.530 0.246 1.870 0.053
H -0.293 1.738 0.928 0.061
H 1.730 -1.363 0.365 0.135
H -0.646 -2.549 -0.084 0.097
H -2.253 -0.633 -1.095 0.121
H -0.855 1.461 -1.349 0.154
```

Summary:
DFT total energy   -324.61701 hartree
HOMO   -0.30147 Eh
Orbital gap   8.44 eV
Net charge   0
Energy above the lowest of the compared OMol25 structures with the same formula, charge and spin   282.13 kJ/mol
Molecular weight   97.12 g mol⁻¹
Max |F|   0.014 Eh/bohr

---

[2]
Computed, not measured: an isolated molecule of C5H7NO, with wB97M-V/def2-TZVPD.

```
14
Properties=species:S:1:pos:R:3:lowdin_charge:R:1
C -0.890 -1.604 1.507 -0.014
C -0.149 -0.649 0.693 -0.380
C -0.369 0.644 0.386 0.020
C 0.387 0.873 -0.803 -0.343
N 0.369 2.062 -1.524 0.084
C 1.005 -0.297 -1.101 -0.077
O 0.719 -1.234 -0.152 0.028
H -1.324 -2.273 0.754 0.097
H -1.658 -1.082 2.085 0.091
H -0.199 -2.197 2.103 0.086
H -1.032 1.334 0.892 0.119
H 0.251 2.865 -0.921 0.085
H 1.185 2.163 -2.108 0.086
H 1.679 -0.611 -1.874 0.116
```

Summary:
Structure (SMILES)   Cc1cc(N)co1
DFT total energy   -324.69053 hartree
HOMO   -0.28406 Eh
Orbital gap   8.79 eV
Net charge   0
Energy above the lowest of the compared OMol25 structures with the same formula, charge and spin   89.10 kJ/mol
Molecular weight   97.12 g mol⁻¹
Max |F|   0.013 Eh/bohr

---

[3]
Computed, not measured: a structure of composition C5H7NO in a non-equilibrium geometry, with wB97M-V/def2-TZVPD.

```
14
Properties=species:S:1:pos:R:3:lowdin_charge:R:1
O -0.605 -2.695 -0.453 0.046
C -0.755 -1.549 -0.859 -0.165
C -0.201 -0.340 -0.151 -0.304
C -0.744 1.084 -0.067 -0.115
N 0.616 1.218 0.635 -0.057
C 1.155 0.369 -0.460 -0.124
C 0.233 -0.081 1.328 -0.092
H -1.311 -1.407 -1.802 0.124
H -0.803 1.692 -0.971 0.111
H -1.639 1.216 0.558 0.116
H 1.274 0.927 -1.392 0.112
H 2.075 -0.145 -0.160 0.117
H 1.043 -0.729 1.697 0.118
H -0.338 0.440 2.099 0.113
```

Summary:
DFT total energy   -324.57245 hartree
HOMO   -0.33695 Eh
Orbital gap   9.82 eV
Net charge   0
Energy above the lowest of the compared OMol25 structures with the same formula, charge and spin   399.13 kJ/mol
Molecular weight   97.12 g mol⁻¹
Max |F|   0.042 Eh/bohr